Record 1
The following is a quantum chemistry calculation of a cluster of 3 separate species, C19H41BN3O7P in total in a non-equilibrium geometry, from the OMol25 dataset.

Geometry (Å):
O 5.6547 -1.5862 -6.2428
N 5.5980 -0.8103 -7.0952
O 4.2350 -0.7022 -7.5967
C 3.8275 0.6772 -7.5718
B 2.3769 0.8429 -7.0320
P 1.1600 -0.6381 -7.1165
O 1.3925 -1.5361 -5.9734
O 1.3128 -1.3619 -8.5346
O -0.3227 -0.0517 -7.2772
H 3.7960 1.0556 -8.6089
H 4.5519 1.2803 -7.0201
H 2.0147 1.8725 -6.5593
H 1.7043 -2.2332 -8.3975
H -0.4455 0.7653 -6.7812
C -0.3919 1.2041 0.3521
C -0.3504 1.9997 -0.9565
C -1.6298 2.8249 -1.1270
C -2.8572 1.9679 -1.4252
C -2.6208 1.0728 -2.6402
C -1.3426 0.2288 -2.5524
N -0.1873 1.1004 -2.1458
O 0.3423 1.7104 -3.1464
C -1.5376 -0.9429 -1.5807
C -1.0176 -0.3804 -3.9096
C 0.8619 2.9219 -0.8746
H -0.2372 1.8817 1.1928
H -1.3381 0.7075 0.5406
H 0.3958 0.4510 0.3751
H -1.4825 3.5363 -1.9461
H -1.7841 3.4135 -0.2190
H -3.1261 1.3660 -0.5534
H -3.7123 2.6184 -1.6203
H -3.4656 0.3941 -2.7821
H -2.5654 1.6999 -3.5361
H -0.5858 -1.4360 -1.3792
H -2.2036 -1.6712 -2.0440
H -1.9860 -0.6614 -0.6328
H -0.9640 0.3915 -4.6720
H -1.8062 -1.0787 -4.1934
H -0.0704 -0.9173 -3.8995
H 1.7845 2.3436 -0.8102
H 0.7711 3.5322 0.0251
H 0.9299 3.5819 -1.7352
C -0.8584 0.0322 6.8447
C -1.3566 -0.7474 5.6208
C -1.3353 -2.2544 5.8948
C 0.0763 -2.8316 5.9616
C 0.8650 -2.5014 4.6960
C 0.8716 -1.0090 4.3408
N -0.5264 -0.4610 4.4035
O -1.1777 -0.6589 3.3132
C 1.8179 -0.2385 5.2705
C 1.3923 -0.8127 2.9224
C -2.7832 -0.2788 5.3533
H -1.6354 0.0139 7.6094
H 0.0354 -0.3845 7.2983
H -0.6620 1.0735 6.5866
H -1.8916 -2.7625 5.1010
H -1.8716 -2.4426 6.8285
H 0.6010 -2.4643 6.8476
H 0.0171 -3.9159 6.0727
H 1.9018 -2.8317 4.7967
H 0.4362 -3.0579 3.8569
H 1.6926 0.8374 5.1414
H 2.8459 -0.4927 5.0117
H 1.6896 -0.4762 6.3221
H 0.8375 -1.4064 2.2003
H 2.4390 -1.1175 2.8777
H 1.3217 0.2353 2.6308
H -2.8020 0.7820 5.1003
H -3.3733 -0.4301 6.2582
H -3.2463 -0.8333 4.5418

## Properties
highest occupied orbital energy (alpha / beta) = -8.007 / -9.144 eV
<S²> = 2.01
M = 465.3 u
gap between HOMO and LUMO (alpha / beta) = 0.277 / 0.319 hartree
2S+1 = 3

=====

Record 2
The following is a quantum chemistry calculation of a structure of composition C19H41BrF6N5O9S2V in a non-equilibrium geometry, from the OMol25 dataset.

Geometry (Å):
O 0.1830 -0.9755 -0.8128
V -1.0332 -0.0412 -1.0061
C 3.8716 3.0842 4.5261
C 3.5200 2.3988 3.1782
N 3.2348 0.9025 3.2747
C 1.8820 0.8005 3.9400
C 3.1593 0.3338 1.8543
C 2.6334 -1.0757 1.6861
C 4.2278 0.0515 4.0577
C 5.6724 0.0694 3.6216
O 6.1085 1.4004 3.5709
C 7.3953 1.6060 3.0110
H 3.6688 4.1454 4.4009
H 4.8789 2.8508 4.8572
H 3.2459 2.7566 5.3602
H 4.3502 2.5925 2.5084
H 2.6251 2.9115 2.8332
H 1.9449 1.0936 4.9829
H 1.4719 -0.2078 3.9199
H 1.2223 1.3849 3.3064
H 4.1488 0.4232 1.4070
H 2.5474 1.0614 1.3184
H 3.3879 -1.7024 2.1614
H 2.5234 -1.2808 0.6225
H 1.6286 -1.2186 2.0803
H 3.8053 -0.9504 4.0148
H 4.1790 0.3353 5.1107
H 5.7168 -0.4610 2.6620
H 6.2757 -0.5145 4.3230
H 7.5335 2.6836 3.0432
H 7.5152 1.2502 1.9835
H 8.1705 1.0832 3.5783
C 2.5987 0.4404 -3.3755
F 2.2051 0.5644 -4.6160
F 2.4389 -0.7804 -2.9006
F 3.8665 0.8137 -3.3172
S 1.6073 1.6164 -2.1815
O 1.8814 1.2195 -0.8214
O 2.0343 2.9395 -2.5550
N -0.0640 1.1261 -2.5036
S -0.7014 2.1250 -3.5655
O 0.1525 2.6192 -4.6047
O -1.9929 1.6085 -3.9615
C -1.2834 3.7171 -2.6413
F -1.8352 4.4917 -3.5702
F -2.1968 3.4807 -1.7154
F -0.2862 4.4034 -2.0776
Br -0.8032 1.5203 1.1502
C -4.2271 1.0822 -1.3600
O -3.0676 0.7069 -1.4834
N -5.2926 0.5114 -1.9218
C -6.6339 0.9354 -1.6565
C -5.0898 -0.6255 -2.8099
H -4.4736 1.9182 -0.6903
H -7.3213 0.2231 -1.1991
H -7.0226 1.3472 -2.5910
H -6.6482 1.7648 -0.9458
H -4.0480 -0.8364 -3.0280
H -5.6329 -1.4829 -2.4131
H -5.4856 -0.3708 -3.7978
C -3.2525 -2.1246 0.6377
O -2.4008 -1.4796 0.0404
N -3.3328 -2.2017 1.9625
C -2.3498 -1.6116 2.8323
C -4.4167 -2.9230 2.5911
H -4.0573 -2.6925 0.1556
H -2.6428 -0.6852 3.3288
H -1.4202 -1.4112 2.3021
H -2.0984 -2.3106 3.6337
H -5.2318 -3.0542 1.8794
H -4.2315 -3.9250 2.9912
H -4.8174 -2.4274 3.4770
C -1.5684 -1.7471 -3.9288
O -1.6819 -1.4071 -2.7624
N -1.9799 -2.9218 -4.4424
C -1.8809 -3.2246 -5.8552
C -2.5355 -3.9436 -3.5603
H -0.9555 -1.1874 -4.6522
H -2.8319 -3.1280 -6.3770
H -1.4690 -4.2318 -5.9450
H -1.1401 -2.6242 -6.3844
H -2.7092 -3.5232 -2.5752
H -3.4906 -4.2721 -3.9781
H -1.8784 -4.8131 -3.5931

## Properties
highest occupied orbital energy (alpha / beta) = -11.084 / -11.176 eV
<S²> = 0.77
total charge = +1
M = 792.5 u
gap between HOMO and LUMO (alpha / beta) = 0.330 / 0.346 hartree
2S+1 = 2